(1)
Molecular formula: C27H72O9
Method: DFT, the ωB97M-V functional and the def2-TZVPD basis

```
108
Properties=species:S:1:pos:R:3:mulliken_charge:R:1
C 5.1613 -1.1797 -0.3125 -0.8783
C 5.8618 -0.5914 -1.5620 0.6759
C 6.2264 0.8309 -1.5956 -1.3602
O 7.0050 -1.3512 -1.6586 -0.5497
H 5.7336 -1.3815 0.5930 0.4518
H 4.9012 -2.2003 -0.5930 0.3924
H 4.2406 -0.6894 0.0037 -0.1371
H 5.1976 -0.9047 -2.3675 0.1685
H 5.5336 1.6316 -1.3365 0.2892
H 6.7416 1.1309 -2.5081 0.3216
H 6.8756 0.8954 -0.7224 0.3805
H 6.6310 -2.2344 -1.6158 0.3287
C 3.8649 0.6646 2.6079 -0.7114
C 3.7157 1.7796 3.7407 0.0653
C 2.4092 2.5630 3.7107 -0.9280
O 4.0036 1.3263 5.0006 -0.5356
H 3.9821 1.1281 1.6284 0.2705
H 3.1207 -0.1121 2.7840 0.0854
H 4.8175 0.1822 2.8268 0.3979
H 4.4716 2.5262 3.4972 0.2925
H 2.5178 3.6241 3.9355 0.3675
H 1.5721 2.0836 4.2181 0.3074
H 2.0833 2.7327 2.6845 0.0849
H 3.4918 0.5478 5.2321 0.3337
C 1.4057 -2.7491 -3.0950 -0.6786
C 0.1893 -2.9618 -4.1206 0.1564
C -1.1531 -2.5312 -3.5663 -1.2953
O 0.4531 -2.2025 -5.2934 -0.5813
H 1.2079 -3.2472 -2.1459 -0.0496
H 1.4688 -1.6947 -2.8262 0.1205
H 2.3545 -2.9321 -3.5994 0.4156
H 0.2152 -4.0393 -4.2834 0.3010
H -1.5592 -3.2095 -2.8160 0.4249
H -1.8804 -2.4851 -4.3769 0.4207
H -1.1710 -1.5103 -3.1848 0.3605
H 0.1367 -1.2988 -5.2238 0.3442
C 1.7835 5.9234 -2.3410 -1.3698
C 1.0225 4.6278 -2.5924 0.3418
C 1.1231 3.6194 -1.4306 -1.0298
O -0.3448 5.0381 -2.5951 -0.5163
H 1.3617 6.6567 -1.6535 0.3533
H 1.9122 6.4269 -3.2991 0.3300
H 2.7535 5.6870 -1.9036 0.3513
H 1.3991 4.1503 -3.4969 0.2556
H 0.3851 2.9136 -1.8118 0.2156
H 0.6765 3.8516 -0.4638 0.2972
H 2.0625 3.0740 -1.3395 0.4405
H -0.8322 4.4024 -3.1242 0.3077
C -3.4068 -4.1916 1.7597 -1.0116
C -3.6058 -2.9856 2.6878 0.6065
C -2.6211 -3.1070 3.8834 -1.3376
O -3.1833 -1.7691 1.9840 -0.4810
H -2.3834 -4.5314 1.6003 0.0162
H -3.8132 -4.0894 0.7535 0.2268
H -4.0010 -5.0723 2.0033 0.4667
H -4.6677 -2.9741 2.9334 0.4421
H -3.0291 -2.3798 4.5854 0.3640
H -1.5859 -2.8439 3.6665 0.1932
H -2.6155 -4.0834 4.3680 0.4216
H -3.9142 -1.4780 1.4339 0.1624
C -3.4494 5.4721 0.7091 -1.4542
C -3.6321 4.1319 -0.0042 0.8282
C -4.4410 2.9669 0.7681 -0.8906
O -4.1563 4.4428 -1.3341 -0.5475
H -4.3311 6.1109 0.7598 0.3218
H -2.7128 6.0086 0.1110 0.4029
H -3.1485 5.2014 1.7212 0.3380
H -2.6757 3.6542 -0.2169 -0.0768
H -4.3371 2.0437 0.1981 -0.1431
H -5.4884 3.2537 0.8616 0.4519
H -4.0144 2.9046 1.7692 0.3606
H -3.6074 5.1750 -1.6244 0.3750
C 2.7504 -4.5872 1.2990 -1.3764
C 1.8798 -3.4006 0.9045 1.2431
C 0.5392 -3.9052 0.3977 -1.9072
O 1.8453 -2.5772 2.0106 -0.0773
H 3.6711 -4.2214 1.7537 0.3964
H 2.8179 -5.3016 0.4786 0.3935
H 2.0689 -5.0005 2.0425 0.4302
H 2.4007 -2.7436 0.2080 -0.1304
H 0.7239 -4.7384 -0.2803 0.6243
H -0.0307 -3.2147 -0.2239 0.2419
H -0.1713 -4.1535 1.1862 0.6617
H 0.9531 -2.2236 1.9879 0.4492
C -0.9880 1.1588 1.4243 -0.7643
C -0.5003 -0.1177 0.7455 2.3307
C 0.9015 0.0425 0.0515 -0.2363
O -0.3960 -1.1107 1.7215 -0.1982
H -1.7545 0.9616 2.1738 0.5137
H -1.3485 1.9297 0.7432 0.0201
H -0.1207 1.6434 1.8728 -0.0632
H -1.2283 -0.5657 0.0691 -1.2746
H 1.1944 -0.8043 -0.5691 -0.2156
H 1.8113 0.2596 0.6110 -0.1508
H 0.7180 0.9985 -0.4389 0.0612
H -1.2790 -1.2942 2.0506 -0.0335
C -5.0345 0.4940 -1.8873 -1.4124
C -5.1730 -0.7710 -1.0195 0.7114
C -4.0235 -1.7423 -1.4161 -0.5793
O -4.8709 -0.4252 0.3556 -0.5144
H -5.6232 1.4102 -1.8401 0.3731
H -5.1931 0.1994 -2.9247 0.3919
H -4.0400 0.8804 -1.6644 0.2635
H -6.1024 -1.3022 -1.2247 0.2524
H -3.9073 -1.9294 -2.4836 0.5596
H -4.0405 -2.6250 -0.7768 -0.0559
H -3.0578 -1.3194 -1.1395 -0.2424
H -5.7002 -0.2752 0.8154 0.2492
```

## Properties
Total charge   +1
HOMO energy (spin up / spin down)   -11.81 / -11.81 eV
E   -47581.266 eV
Relative energy (zero: lowest compared OMol25 entry of this formula, charge and spin)   2.522 eV
2S+1   2



(2)
Molecular formula: C27H73FNO8S
Method: DFT, the ωB97M-V functional and the def2-TZVPD basis

```
111
Properties=species:S:1:pos:R:3:mulliken_charge:R:1
C 1.7581 2.2047 -0.3915 -0.8334
C 0.9671 1.0721 -1.0259 -0.4246
S 0.8377 -0.4366 -0.0141 0.1393
C 2.4566 -1.1360 0.2286 -0.7360
N 3.1853 -1.4481 -1.0463 0.2997
F 4.5074 -1.6755 -0.7492 -0.1198
H 2.6873 1.8778 0.0724 0.3118
H 2.0325 2.8779 -1.1995 0.0791
H 1.1824 2.7919 0.3156 0.3106
H -0.0484 1.3866 -1.2320 0.3765
H 1.4582 0.8219 -1.9616 0.1910
H 2.3213 -2.0753 0.7544 0.2094
H 3.1021 -0.4919 0.8168 0.4211
H 2.7973 -2.2934 -1.4845 0.3985
H 3.1431 -0.6854 -1.7332 0.3197
C 2.6370 -0.2808 4.4823 -1.4562
C 1.4080 -0.6155 3.6506 0.7323
C 0.1388 -0.5636 4.4807 -1.3611
O 1.5539 -1.9196 3.0661 -0.2391
H 2.7543 -0.9997 5.2965 0.3544
H 3.5436 -0.3284 3.8753 0.3059
H 2.5611 0.7173 4.9136 0.4113
H 1.3302 0.0841 2.8159 -0.0251
H 0.1832 -1.2964 5.2894 0.3687
H -0.7318 -0.8116 3.8738 0.2620
H -0.0083 0.4251 4.9167 0.4342
H 1.6223 -2.5544 3.7896 0.2296
C 6.0157 -5.5293 0.5535 -1.1237
C 5.3895 -5.3286 1.9279 0.3321
C 3.8816 -5.5207 1.8658 -1.0004
O 5.7054 -4.0330 2.4373 -0.5148
H 5.6187 -4.7949 -0.1561 0.1935
H 7.0960 -5.3946 0.5924 0.3270
H 5.8021 -6.5275 0.1700 0.3702
H 5.8200 -6.0387 2.6331 0.3216
H 3.4282 -4.7818 1.1940 0.1016
H 3.4277 -5.3829 2.8474 0.2761
H 3.6269 -6.5165 1.5021 0.4085
H 5.3388 -3.3805 1.8304 0.3062
C -1.4130 -3.8441 2.1325 -1.0392
C -1.1531 -4.4230 3.5153 0.8244
C -1.7069 -5.8324 3.6409 -1.4706
O -1.7227 -3.5704 4.5118 -0.5448
H -2.4875 -3.7793 1.9410 0.4469
H -1.0060 -2.8329 2.0620 0.0547
H -0.9608 -4.4599 1.3523 0.3836
H -0.0782 -4.4362 3.7094 -0.0473
H -2.7899 -5.8312 3.4917 0.3644
H -1.5165 -6.2288 4.6387 0.3795
H -1.2657 -6.5061 2.9095 0.2990
H -2.6750 -3.5472 4.3612 0.3798
C -2.6586 -10.7403 2.4226 -1.2973
C -2.5672 -9.6118 1.4081 0.4111
C -2.1948 -10.1292 0.0276 -1.2961
O -1.6189 -8.6326 1.8428 -0.4762
H -1.6931 -11.2441 2.5209 0.3455
H -2.9270 -10.3515 3.4049 0.3102
H -3.4027 -11.4800 2.1259 0.3860
H -3.5240 -9.0913 1.3556 0.2448
H -1.2154 -10.6150 0.0539 0.3499
H -2.1348 -9.3073 -0.6865 0.3119
H -2.9261 -10.8520 -0.3350 0.3821
H -0.7585 -9.0648 1.9004 0.3051
C -4.1678 -1.1792 0.3886 -0.9418
C -4.0621 -0.0529 -0.6275 0.3290
C -3.6815 -0.5750 -2.0039 -1.1778
O -3.1088 0.9181 -0.1876 -0.5003
H -3.2047 -1.6886 0.4939 0.0351
H -4.4400 -0.7864 1.3686 0.3289
H -4.9148 -1.9148 0.0883 0.4284
H -5.0138 0.4747 -0.6884 0.3077
H -2.7045 -1.0683 -1.9662 0.2057
H -3.6088 0.2452 -2.7185 0.3162
H -4.4140 -1.2934 -2.3725 0.4088
H -2.2572 0.4729 -0.1232 0.2537
C 1.3397 5.7163 -2.7782 -0.9787
C 0.9531 4.5783 -3.7059 0.3330
C 0.0934 5.0701 -4.8568 -1.3580
O 0.2541 3.5753 -2.9562 -0.3961
H 0.4411 6.1629 -2.3495 0.1087
H 1.9485 5.3503 -1.9484 0.2583
H 1.9002 6.4909 -3.3037 0.4468
H 1.8508 4.0936 -4.0966 0.2738
H -0.8268 5.5160 -4.4861 0.3225
H -0.1830 4.2408 -5.5103 0.3496
H 0.6192 5.8191 -5.4487 0.3074
H -0.5421 3.9891 -2.5985 0.3179
C -0.5935 9.6896 -5.1542 -1.2964
C -1.0143 8.5539 -6.0741 0.5885
C -1.8495 9.0574 -7.2406 -1.4162
O -1.7363 7.5646 -5.3377 -0.4828
H -1.4725 10.1793 -4.7267 0.3553
H 0.0053 9.3091 -4.3255 0.2727
H -0.0100 10.4388 -5.6903 0.3805
H -0.1262 8.0477 -6.4558 0.2278
H -2.7667 9.5284 -6.8771 0.3592
H -2.1402 8.2303 -7.8884 0.3461
H -1.3004 9.7887 -7.8347 0.3760
H -2.5318 7.9834 -4.9878 0.3138
C 0.3235 6.6425 1.3610 -1.2433
C -0.8178 7.0217 0.4302 0.5067
C -2.0424 7.4834 1.2030 -1.4206
O -1.1520 5.9160 -0.4132 -0.4672
H 0.0250 5.8148 2.0113 0.3236
H 1.1922 6.3152 0.7876 0.2517
H 0.6186 7.4828 1.9898 0.4054
H -0.4900 7.8161 -0.2416 0.2758
H -2.4113 6.6814 1.8483 0.3539
H -2.8481 7.7504 0.5193 0.3453
H -1.8140 8.3482 1.8264 0.3942
H -1.4520 5.1944 0.1525 0.3062
```

## Properties
Total charge   +1
HOMO energy   -11.69 eV
E   -60596.562 eV
Relative energy (zero: lowest compared OMol25 entry of this formula, charge and spin)   0.000 eV